No. 1
Entry from OMol25: the molecule C3H4N2O in a non-equilibrium geometry (ωB97M-V with the def2-TZVPD basis set).

Geometry as XYZ:
```
10
Properties=species:S:1:pos:R:3:forces:R:3
C -0.83658 0.90090 -1.01482 -3.1 0.5 0.8
C 0.27582 0.15979 -0.23862 -6.5 -0.2 -0.1
C 0.80258 -1.26861 1.31313 -0.3 3.4 0.1
H -0.75359 1.38071 -2.05254 0.5 -2.0 1.1
H -1.16266 1.88431 -0.52350 0.7 -1.5 0.3
H -1.90533 0.15831 -0.79034 3.4 2.3 -1.3
H 0.68009 -1.32705 2.42998 0.5 -1.1 -1.4
N 1.35716 -0.34529 -0.50596 5.0 0.7 -2.1
N 1.87744 -1.07726 0.53938 -3.7 -1.3 1.8
O -0.33492 -0.46582 0.84326 3.4 -0.9 1.0
```
Forces are in eV/Å.

## Properties
**SMILES**: Cc1nnco1
**Energy relative to the best compared isomer or geometry (same formula, charge and spin)**: 82.4 kcal/mol
**E_tot**: -301.35593 a.u.
**LUMO level**: 0.021 Eh
**Kohn-Sham gap**: 0.4068 Ha
**2S+1**: 1



No. 2
Entry from OMol25: the molecule C3H4N2O (ωB97M-V with the def2-TZVPD basis set).

Geometry as XYZ:
```
10
Properties=species:S:1:pos:R:3:forces:R:3
O 2.06840 -0.14369 -0.12507 0.1 -0.1 0.1
C 0.71481 0.01465 -0.08152 -0.4 0.1 0.1
C -0.28849 -0.90975 0.11388 0.1 0.1 0.0
N -1.44676 -0.20238 0.03886 -0.1 -0.1 0.1
N -1.26345 1.09663 -0.19470 0.2 0.0 0.0
C 0.05122 1.24384 -0.26977 0.0 0.1 0.0
H 2.33341 -0.79459 0.53216 0.0 0.0 -0.1
H -0.27495 -1.97604 0.27898 0.0 0.1 0.0
H -2.38459 -0.54215 0.16729 0.1 0.0 0.0
H 0.49039 2.21348 -0.46011 -0.1 -0.1 0.0
```
Forces are in eV/Å.

## Properties
**SMILES**: Oc1cn[nH]c1
**Energy relative to the best compared isomer or geometry (same formula, charge and spin)**: 30.0 kcal/mol
**E_tot**: -301.43947 a.u.
**LUMO level**: 0.029 Eh
**Kohn-Sham gap**: 0.3535 Ha
**2S+1**: 1



No. 3
Entry from OMol25: the molecule C3H4N2O in a non-equilibrium geometry (ωB97M-V with the def2-TZVPD basis set).

Geometry as XYZ:
```
10
Properties=species:S:1:pos:R:3:forces:R:3
C -0.22484 -0.53753 0.26274 -4.4 -1.6 1.8
C 1.17667 -0.30637 0.26786 5.1 2.8 -1.0
C 2.32071 0.20767 0.17566 -3.4 -1.8 -0.3
H -0.20598 1.97945 -0.72867 -1.1 -1.3 -1.8
H -2.15398 0.41932 -0.02577 2.4 -0.3 -0.1
H -1.78703 -1.59732 0.87502 0.6 0.3 -0.5
H 3.34200 0.57120 -0.07163 -1.4 -0.6 0.6
N -1.08983 0.55538 -0.06926 -1.5 -2.1 2.2
N -0.75784 -1.60421 0.79113 1.4 0.8 -0.2
O -0.73706 1.22333 -1.16745 2.2 3.8 -0.7
```
Forces are in eV/Å.

## Properties
**SMILES**: [H]/N=C(/C#C)NO
**Energy relative to the best compared isomer or geometry (same formula, charge and spin)**: 120.3 kcal/mol
**E_tot**: -301.29550 a.u.
**LUMO level**: 0.016 Eh
**Kohn-Sham gap**: 0.3511 Ha
**2S+1**: 1